Below is a cluster of 6 separate species, C20H35BClN2O26S5 in total, with properties calculated with ωB97M-V/def2-TZVPD.

charge = +1
orbital gap = 7.8 eV
HOMO level = -12.081 eV

```
90
Properties=species:S:1:pos:R:3:mulliken_charge:R:1
O 5.60935 -5.08221 0.07467 -0.43
C 5.64242 -5.06337 -1.26678 0.17
O 4.40433 -4.78460 -2.06585 -0.31
C 4.87642 -3.73257 -3.02292 -0.47
C 3.70401 -3.33699 -4.12206 -0.75
N 2.33859 -3.14609 -3.49917 0.34
C 1.15309 -3.65369 -4.29029 -0.25
N -0.17888 -3.44205 -3.57388 0.08
Cl -1.78153 -3.85815 -4.06638 0.08
C 0.26596 -2.76749 -2.28754 -0.03
B -0.82660 -2.33793 -1.13235 0.34
O -1.91473 -1.35221 -1.28753 -0.22
O -0.70878 -3.06337 0.18106 -0.48
C 1.88547 -2.53144 -2.19334 -0.04
C 2.84419 -1.82847 -1.06465 -0.41
C 3.19258 -0.30972 -1.61745 -0.37
C 4.78411 -0.04415 -1.90873 0.61
C 5.23293 -0.28144 -3.48749 0.43
O 6.42367 -0.91967 -3.66192 -0.53
O 4.43247 0.12890 -4.66312 -0.48
H 6.66598 -5.26484 -1.81233 0.32
H 5.21967 -2.83231 -2.35190 0.29
H 5.82354 -4.11538 -3.60783 0.39
H 4.03327 -2.45012 -4.84507 0.23
H 3.60904 -4.28782 -4.83771 0.48
H 1.13185 -4.15475 -5.34757 0.36
H -2.46470 -1.62253 -2.10228 0.23
H -0.73822 -4.04106 -0.11539 0.33
H 3.78550 -2.45325 -0.75258 0.22
H 2.16368 -1.66871 -0.09854 0.40
H 2.56437 -0.05972 -2.59586 0.21
H 2.84639 0.46694 -0.80116 0.30
H 5.47984 -0.61004 -1.13721 0.32
H 4.96770 1.11798 -1.70648 -0.66
H 3.54455 -0.34972 -4.52645 0.32
C 6.70393 -4.26085 3.60055 -0.28
C 7.32352 -5.57566 3.13462 -0.21
O 8.59151 -5.64121 3.78322 -0.33
S 8.48390 -4.90163 5.23301 1.09
O 8.26714 -5.91505 6.24153 -0.53
O 9.53510 -3.91497 5.32177 -0.52
O 7.07026 -4.13218 4.97329 -0.33
H 7.12577 -3.41098 3.05436 0.30
H 5.61583 -4.25671 3.49427 0.30
H 7.44283 -5.61841 2.04940 0.20
H 6.72849 -6.43206 3.46908 0.31
C 5.91886 5.69562 -0.00265 -0.36
C 6.78017 4.96687 -1.03065 -0.33
O 6.23169 3.65343 -1.11320 -0.27
S 4.62419 3.73293 -0.84853 1.14
O 3.95622 3.75313 -2.13093 -0.56
O 4.28698 2.79844 0.19999 -0.52
O 4.58598 5.24148 -0.23151 -0.30
H 6.20291 5.41778 1.01748 0.29
H 5.97566 6.78192 -0.11220 0.31
H 7.83256 4.92771 -0.73959 0.31
H 6.69308 5.43186 -2.01835 0.28
C -3.65749 2.81589 1.36765 -0.38
C -4.94266 2.13090 0.91063 0.02
O -4.65199 1.62087 -0.38866 -0.28
S -3.07494 1.21001 -0.45598 1.22
O -2.96858 -0.21220 -0.21693 -0.55
O -2.48119 1.86251 -1.59970 -0.59
O -2.59569 1.98962 0.89325 -0.34
H -3.55216 3.80360 0.90735 0.30
H -3.60678 2.91495 2.45526 0.33
H -5.79089 2.81860 0.87407 -0.01
H -5.18937 1.28327 1.55871 0.24
C -7.93079 5.24528 -0.99215 -0.27
C -9.11399 4.54179 -1.65160 -0.36
O -9.36648 3.39661 -0.84067 -0.33
S -8.98948 3.74945 0.70652 1.24
O -10.20696 4.11635 1.39518 -0.62
O -8.08140 2.73907 1.19737 -0.50
O -8.14177 5.11060 0.41232 -0.33
H -6.98751 4.74993 -1.24393 0.22
H -7.87161 6.30120 -1.26931 0.32
H -8.90119 4.24563 -2.68154 0.33
H -10.00858 5.17318 -1.63219 0.30
C -10.82368 1.54411 3.98128 -0.28
C -9.41293 2.07073 3.73195 -0.09
O -8.65785 1.66981 4.87296 -0.35
S -9.24647 0.25301 5.42672 1.10
O -8.42525 -0.81388 4.89901 -0.55
O -9.53935 0.39856 6.83365 -0.53
O -10.65123 0.27005 4.59953 -0.34
H -11.36803 2.18984 4.67789 0.31
H -11.39666 1.44428 3.05554 0.27
H -9.38829 3.15681 3.61543 0.31
H -8.96684 1.60007 2.84944 0.14
```

***

Below is a structure of composition C20H35Cl2N4O3PrS, with properties calculated with ωB97M-V/def2-TZVPD.

2S+1 = 3
orbital gap (alpha / beta) = 4.6 / 4.7 eV
HOMO level (alpha / beta) = -4.973 / -5.028 eV
<S²> = 2.01

```
66
Properties=species:S:1:pos:R:3:mulliken_spin:R:1
O -0.01568 0.93967 -2.41173 0.00
C -0.86059 1.28628 -3.27097 0.00
C -0.45423 1.88594 -4.53206 0.00
C 0.75429 2.62021 -4.58877 0.00
H 1.35958 2.69982 -3.68489 0.00
C 1.14435 3.22673 -5.77786 0.00
H 2.07299 3.80462 -5.80813 0.00
C 0.35478 3.08581 -6.93329 0.00
H 0.65387 3.59093 -7.85662 0.00
C -0.80763 2.29512 -6.90171 0.00
H -1.39167 2.14882 -7.81747 0.00
C -1.20738 1.69107 -5.70940 0.00
H -2.09357 1.05864 -5.65512 0.00
H -1.92561 1.03791 -3.12389 0.00
C -2.83393 2.48484 -0.71402 0.00
C -2.25787 1.45009 0.13606 -0.05
H -3.79698 2.86714 -0.32581 0.00
H -3.00681 2.06597 -1.72008 0.00
H -2.13665 3.33011 -0.85031 0.00
C -2.55355 0.86544 1.27333 0.01
C -3.71172 1.21325 2.20333 0.00
H -1.96969 0.01931 1.67165 0.00
H -4.30814 2.04140 1.79702 0.00
H -3.34242 1.49594 3.19731 0.00
H -4.36750 0.34670 2.35268 0.00
Pr 0.17466 -0.21383 -0.41959 2.04
Cl 1.59014 2.07795 0.13427 0.00
Cl -1.68645 -1.60198 -1.93183 0.00
H 4.50193 1.08025 -2.90679 0.00
H 5.87761 1.30371 -1.09226 0.00
C 3.62578 0.71898 -2.35521 0.00
C 5.10541 1.01139 -0.37257 0.00
N 4.10876 0.20940 -1.07004 0.00
H 3.12857 -0.07976 -2.91528 0.00
C 3.45207 -0.73818 -0.40902 0.00
O 2.32659 -1.18637 -0.77781 0.00
H 5.54359 0.39821 0.42159 0.00
H 3.94131 -1.10264 0.51229 0.00
H 2.92251 1.55347 -2.20037 0.00
H 4.63847 1.90745 0.06886 0.00
H -1.52394 -5.37616 2.28787 0.00
H -0.63815 -6.51633 0.03755 0.00
C -1.83461 -4.54314 1.64642 0.00
C -1.02494 -5.60873 -0.44928 0.00
N -0.96881 -4.48323 0.47518 0.00
H -1.79153 -3.60547 2.20337 0.00
C -0.28539 -3.39121 0.16453 0.00
O -0.37740 -2.29886 0.79032 0.00
H -0.40932 -5.34807 -1.31928 0.00
H 0.35674 -3.47866 -0.72812 0.00
H -2.86388 -4.74888 1.32967 0.00
H -2.06762 -5.78679 -0.75732 0.00
C 0.65092 1.39096 6.11055 0.00
N 0.26613 1.09531 4.72183 0.00
C 0.48290 -0.14267 4.17116 0.00
S 1.28590 -0.33669 2.68157 0.00
N 0.08141 -1.20862 4.89870 0.00
C -1.02724 -1.17044 5.85979 0.00
H 0.61723 0.49923 6.73665 0.00
H -0.05051 2.13152 6.50017 0.00
H 1.65555 1.82481 6.15214 0.00
H 0.53937 1.82682 4.06421 0.00
H 0.29298 -2.10686 4.46324 0.00
H -1.83251 -1.83981 5.53338 0.00
H -0.66591 -1.51545 6.83518 0.00
H -1.41653 -0.15242 5.95504 0.00
```

***

Below is a structure of composition C20H35ClN5O4Pb, with properties calculated with ωB97M-V/def2-TZVPD.

charge = +1
orbital gap = 9.8 eV
HOMO level = -12.447 eV

```
66
Properties=species:S:1:pos:R:3:mulliken_charge:R:1
Pb 0.20573 -0.08793 -1.88794 1.44
Cl 2.15438 -2.46071 -0.63902 1.81
O 2.32527 -1.04467 -0.34744 -0.60
O 1.91910 -3.18051 0.58009 -0.66
O 0.98321 -2.53249 -1.50010 -0.71
O 3.30395 -2.96678 -1.32486 -0.67
C -4.74141 4.11780 -1.68716 -1.13
C -5.10880 2.79490 -1.01173 -0.46
C -4.40687 1.60759 -1.66322 -0.22
C -3.01733 1.41606 -1.20177 0.15
N -1.93742 1.21341 -0.88074 -0.33
H -3.66628 4.18853 -1.85991 0.31
H -5.03682 4.93425 -1.03034 0.33
H -5.25634 4.23416 -2.63947 0.33
H -6.17900 2.59955 -1.11658 0.30
H -4.97289 2.85421 0.06781 0.39
H -4.32285 1.73760 -2.74327 0.30
H -4.87165 0.64563 -1.43737 0.12
C 5.12326 1.99022 -1.00038 -0.79
C 5.58956 0.52884 -1.11582 -0.33
C 5.14260 -0.16482 -2.40164 -0.54
C 3.74663 0.07311 -2.74532 0.45
N 2.65784 0.25109 -3.05122 -0.58
H 5.80219 2.68616 -1.48985 0.39
H 5.02374 2.28088 0.04417 0.01
H 4.10753 2.10264 -1.39203 0.19
H 5.20104 0.03877 -0.22531 0.22
H 6.67694 0.54017 -1.14117 0.35
H 5.30131 -1.24127 -2.46595 0.33
H 5.72833 0.28455 -3.21117 0.36
C 3.44505 1.99522 2.52841 -0.97
C 2.30898 3.03144 2.53409 -0.39
C 2.00169 3.67898 1.17987 -0.44
C 1.55702 2.68723 0.21134 0.00
N 1.24439 1.88577 -0.54025 -0.15
H 3.25643 1.17790 1.82589 0.08
H 3.47993 1.45466 3.47680 0.38
H 4.40801 2.48788 2.39918 0.36
H 2.58653 3.77858 3.27334 0.35
H 1.44528 2.44025 2.84625 0.24
H 2.85518 4.25038 0.81973 0.32
H 1.12024 4.31582 1.30044 0.31
C 1.15565 -1.22694 4.16971 -0.92
C -0.30271 -1.75781 4.13085 -0.63
C -0.63387 -2.39506 2.76747 -0.47
C -0.47759 -1.43539 1.70340 0.08
N -0.35683 -0.72376 0.81944 -0.04
H 1.86466 -1.97788 3.83322 0.34
H 1.36144 -0.93015 5.19949 0.40
H 1.19442 -0.28637 3.61585 0.09
H -0.93163 -0.89902 4.36390 0.32
H -0.34321 -2.47864 4.94563 0.36
H -1.55748 -2.96205 2.87330 0.35
H 0.11296 -3.18380 2.62001 0.22
C -5.23786 -3.18632 -1.01332 -0.98
C -4.53034 -3.81677 -2.22291 -0.43
C -3.05507 -4.11340 -1.95376 -0.46
C -2.29289 -2.86380 -1.90140 0.00
N -1.70533 -1.88384 -1.91253 -0.16
H -4.99833 -3.78454 -0.12957 0.31
H -6.31627 -3.29491 -1.11828 0.35
H -4.94168 -2.15047 -0.86374 0.18
H -4.69123 -3.13058 -3.05463 0.32
H -4.99925 -4.76928 -2.46697 0.33
H -2.64025 -4.75210 -2.73351 0.33
H -2.86095 -4.62220 -1.00800 0.27
```